(1)
Entry from OMol25: a molecular structure, C22H26N5ORhSSb (ωB97M-V/def2-TZVPD).

The geometry in XYZ format:
```
57
C22H26N5ORhSSb | OMol25 | ωB97M-V/def2-TZVPD
Rh -1.0034 -0.3138 0.5748
C 1.0303 1.9834 1.6685
C 0.7642 2.1776 0.2069
C 1.4945 3.0720 -0.5642
C 1.1798 3.2308 -1.9013
C 0.1008 2.5330 -2.4340
C -0.6198 1.6780 -1.6193
N -0.2532 1.4909 -0.3351
Sb -2.5846 1.0237 -2.2999
C -3.4383 1.3976 -0.3504
C -4.5968 2.1476 -0.2573
C -5.1440 2.3968 0.9978
C -4.5141 1.8952 2.1209
C -3.3486 1.1548 1.9702
C -2.5864 0.5838 3.1276
N -2.8425 0.9171 0.7545
C -2.4773 -1.1107 -1.9332
C -2.8323 -1.9626 -2.9602
C -3.1210 -3.2936 -2.6648
C -3.1086 -3.7040 -1.3484
C -2.7376 -2.8080 -0.3470
C -2.8118 -3.2028 1.0965
N -2.3825 -1.5536 -0.6604
H 2.0854 2.1074 1.9031
H 0.7242 0.9874 2.0097
H 0.4716 2.7208 2.2488
H 2.2924 3.6421 -0.1079
H 1.7458 3.9155 -2.5194
H -0.1971 2.6858 -3.4630
H -5.0745 2.5333 -1.1484
H -6.0521 2.9774 1.0927
H -4.9138 2.0714 3.1099
H -3.1307 0.6789 4.0645
H -1.6305 1.1008 3.2501
H -2.3995 -0.4869 2.9749
H -2.9138 -1.5954 -3.9749
H -3.3937 -3.9838 -3.4524
H -3.3973 -4.7107 -1.0774
H -2.4334 -4.2111 1.2577
H -3.8561 -3.1940 1.4161
H -2.2666 -2.5134 1.7402
C 5.7378 -0.5900 -2.2007
N 6.0413 -0.5355 -0.7660
C 7.2707 -0.5259 -0.2315
C 7.1318 -0.4656 1.1505
N 5.8160 -0.4366 1.3984
C 5.0901 -0.4800 0.2310
S 3.4482 -0.4813 0.0674
H 6.6609 -0.7927 -2.7347
H 5.3259 0.3647 -2.5181
H 5.0213 -1.3857 -2.3825
H 8.1693 -0.5646 -0.8259
H 7.8859 -0.4440 1.9203
H 5.3860 -0.4079 2.3132
O 0.1829 -2.2549 0.7923
H 0.4826 -2.7146 1.5867
H 0.5224 -2.7443 0.0330
```

As for the expectation value of S²: 6.032. Its spin multiplicity is 5. Its net charge is +3. The calculation puts the energy at -53088.559 eV. As for the relative energy (zero: lowest compared OMol25 entry of this formula, charge and spin): 3.1 kcal/mol. The gap between HOMO and LUMO (alpha / beta) comes out at 8.920 / 5.867 eV. The calculation puts the HOMO energy (alpha / beta) at -16.7 / -17.0 eV.

(2)
Entry from OMol25: a single C22H26N6O2S molecule in a non-equilibrium geometry (ωB97M-V/def2-TZVPD).

The geometry in XYZ format:
```
57
C22H26N6O2S | OMol25 | ωB97M-V/def2-TZVPD
C -0.4414 4.9372 3.8590
C 0.3284 3.8758 3.1455
C 0.8095 2.7608 3.7705
C 1.5468 1.7494 3.0752
O 1.9583 0.6920 3.5057
N 1.7554 2.1008 1.7170
N 2.4250 1.2928 0.8720
C 2.3815 1.7219 -0.3366
N 3.0080 1.1358 -1.3736
C 2.3303 1.0459 -2.6538
C 1.7419 -0.3655 -2.8590
C 1.4997 -1.0971 -1.5302
C 0.4295 -0.3657 -0.7163
O -0.0223 0.7097 -1.0749
N 0.0367 -0.9393 0.4408
C 0.2366 -2.3032 0.8668
C -1.0490 -3.1227 0.5660
N -2.1988 -2.2504 0.4648
C -2.7635 -2.0009 -0.7833
C -2.9675 -3.0658 -1.6681
C -3.5592 -2.8656 -2.8988
C -3.9807 -1.6033 -3.2807
C -3.8085 -0.5470 -2.4043
C -3.2098 -0.7367 -1.1733
C -2.1556 -1.2194 1.4742
C -0.9574 -0.2675 1.2585
C 2.8219 -1.2304 -0.7425
C 3.7630 -0.0642 -1.0697
S 1.5110 3.2607 -0.5376
C 1.1906 3.2102 1.1711
N 0.5069 4.0932 1.8199
H -0.6360 4.6528 4.8885
H 0.1238 5.8673 3.8411
H -1.3804 5.1167 3.3404
H 0.6330 2.5874 4.8197
H 3.0523 1.2731 -3.4448
H 1.5363 1.7915 -2.6774
H 0.7978 -0.2802 -3.3964
H 2.4234 -0.9716 -3.4588
H 1.1076 -2.0918 -1.7666
H 1.0884 -2.7614 0.3727
H 0.4375 -2.2805 1.9426
H -1.2109 -3.8547 1.3668
H -0.9236 -3.6609 -0.3727
H -2.6823 -4.0673 -1.3810
H -3.7016 -3.7078 -3.5610
H -4.4427 -1.4481 -4.2438
H -4.1334 0.4448 -2.6829
H -3.0794 0.1182 -0.5308
H -2.0565 -1.7270 2.4395
H -3.0971 -0.6709 1.4808
H -1.2503 0.6422 0.7319
H -0.5045 0.0050 2.2183
H 2.6246 -1.2081 0.3280
H 3.3158 -2.1717 -0.9890
H 4.3749 -0.2798 -1.9483
H 4.4159 0.1411 -0.2211
```

As for the SMILES: Cc1cc(=O)n2nc(N3CCC(C(=O)N4CCN(c5ccccc5)CC4)CC3)sc2n1. The calculation puts the energy at -47107.387 eV. As for the relative energy (zero: lowest compared OMol25 entry of this formula, charge and spin): 4.2 kcal/mol. The gap between HOMO and LUMO comes out at 8.373 eV. The calculation puts the HOMO energy at -7.8 eV.

(3)
Entry from OMol25: a molecular structure, C22H26N6O7SeY in a non-equilibrium geometry (ωB97M-V/def2-TZVPD).

The geometry in XYZ format:
```
63
C22H26N6O7SeY | OMol25 | ωB97M-V/def2-TZVPD
Y -0.4997 0.6181 0.4735
C 1.5434 3.0349 0.2494
C 0.7237 3.4991 1.4399
O -0.5478 2.8218 1.3624
C -1.2960 2.8313 2.5994
C -0.7530 1.7743 3.5593
O -0.4232 0.6346 2.7516
C 0.0318 -0.5115 3.4858
C 0.6377 -1.4843 2.4655
O 1.2561 -0.7730 1.3682
C 2.4681 -0.0976 1.7535
C 2.8099 0.9570 0.7030
O 1.6102 1.5938 0.2237
H 2.5359 3.4824 0.2628
H 1.0436 3.3342 -0.6740
H 0.5767 4.5786 1.3790
H 1.2251 3.2538 2.3791
H -2.3212 2.5781 2.3292
H -1.2847 3.8206 3.0553
H -1.5155 1.5227 4.2976
H 0.1470 2.1114 4.0797
H -0.8020 -0.9939 3.9977
H 0.7657 -0.1919 4.2285
H -0.1522 -2.0681 2.0015
H 1.3574 -2.1461 2.9470
H 3.2841 -0.8191 1.8161
H 2.3344 0.3657 2.7324
H 3.3027 0.5012 -0.1563
H 3.4849 1.6901 1.1432
N -2.4351 1.4974 -0.6006
C -3.5185 0.7772 0.1496
C -2.8278 -0.1218 1.1925
O -3.1189 -0.1003 2.3603
O -1.8209 -0.8091 0.6779
H -2.6557 2.4882 -0.6170
H -2.4657 1.2181 -1.5756
H -4.1162 0.1572 -0.5172
H -4.1781 1.4665 0.6686
Se 3.3639 -6.6579 -4.8663
N 1.9641 -6.4523 -3.8368
C 1.7875 -5.1753 -3.6248
C 0.7082 -4.6369 -2.8096
C -0.3506 -5.2371 -2.1307
C -1.2616 -4.4151 -1.4605
C -1.1763 -3.0316 -1.4330
N -0.1287 -2.4626 -2.0627
C 0.7536 -3.2567 -2.7145
C 1.6863 -2.4397 -3.3314
N 1.3565 -1.1640 -3.0466
C 2.0834 -0.1551 -3.5637
C 3.1463 -0.5018 -4.3825
C 3.4839 -1.8243 -4.6934
C 2.7234 -2.8587 -4.1493
C 2.7747 -4.3074 -4.2769
N 3.6828 -4.9397 -4.9717
H -0.4673 -6.3130 -2.1388
H -2.0971 -4.8671 -0.9435
H -1.8867 -2.3954 -0.9353
H 1.8026 0.8612 -3.3328
H 3.7239 0.3082 -4.8061
H 4.3177 -2.0348 -5.3506
O -0.0743 -0.1043 -1.5448
N 0.1657 -1.1310 -2.3425
```

Its net charge is +3. The calculation puts the energy at -112873.097 eV. As for the relative energy (zero: lowest compared OMol25 entry of this formula, charge and spin): 11.9 kcal/mol. The gap between HOMO and LUMO comes out at 7.450 eV. The calculation puts the HOMO energy at -16.8 eV.

(4)
Entry from OMol25: a molecular structure, C22H27AsFeN5Se (ωB97M-V/def2-TZVPD).

The geometry in XYZ format:
```
57
C22H27AsFeN5Se | OMol25 | ωB97M-V/def2-TZVPD
Fe -0.3380 -0.4930 0.2870
C -0.5912 1.8689 -1.4348
N 0.3558 1.4759 -0.3658
C 1.7285 1.3003 -0.8847
C 2.5122 0.3456 -0.0178
C 3.8609 0.4923 0.2391
C 4.5161 -0.4939 0.9665
C 3.8025 -1.5923 1.4133
C 2.4488 -1.6619 1.1335
N 1.8186 -0.7151 0.4344
C 0.3123 2.4518 0.7548
C 0.2076 1.8338 2.1318
C 0.3334 2.6543 3.2417
C 0.2602 2.0957 4.5051
C 0.0781 0.7242 4.6191
C -0.0490 -0.0210 3.4669
N -0.0010 0.5149 2.2394
C -2.0007 1.6184 -0.9605
C -3.0601 2.4326 -1.3016
C -4.3336 2.0992 -0.8544
C -4.4952 0.9689 -0.0725
C -3.3844 0.2079 0.2397
N -2.1570 0.5199 -0.1954
H -0.3885 1.2417 -2.3076
H -0.4491 2.9097 -1.7369
H 2.2357 2.2610 -1.0019
H 1.6473 0.8559 -1.8770
H 4.3916 1.3590 -0.1304
H 5.5723 -0.4008 1.1794
H 4.2769 -2.3830 1.9760
H 1.8426 -2.4922 1.4745
H -0.5361 3.1234 0.6063
H 1.2081 3.0770 0.7197
H 0.4933 3.7160 3.1110
H 0.3529 2.7142 5.3870
H 0.0315 0.2374 5.5821
H -0.1903 -1.0912 3.5351
H -2.8913 3.3103 -1.9101
H -5.1812 2.7194 -1.1112
H -5.4644 0.6703 0.2989
H -3.4703 -0.6759 0.8554
Se -1.2784 -2.3980 1.5433
C -2.3480 -3.0053 0.1787
N -2.9980 -3.3495 -0.7087
C 0.5068 -3.7008 -1.6007
As -0.0781 -1.8894 -1.9750
C -1.5689 -2.0598 -3.2057
C 1.3323 -1.3139 -3.1905
H 0.5123 -4.2554 -2.5391
H -0.1691 -4.1814 -0.9029
H 1.5167 -3.6804 -1.1942
H -1.2453 -2.6599 -4.0555
H -1.8644 -1.0724 -3.5590
H -2.4054 -2.5427 -2.7047
H 1.4877 -2.1135 -3.9152
H 2.2717 -1.1341 -2.6698
H 1.0222 -0.4230 -3.7361
```

As for the expectation value of S²: 8.762. Its spin multiplicity is 6. Its net charge is +2. The calculation puts the energy at -191262.013 eV. As for the relative energy (zero: lowest compared OMol25 entry of this formula, charge and spin): 0.0 kcal/mol. The gap between HOMO and LUMO (alpha / beta) comes out at 8.862 / 7.281 eV. The calculation puts the HOMO energy (alpha / beta) at -14.6 / -14.8 eV.

(5)
Entry from OMol25: 6 unconnected molecules or ions with the total composition C22H27BClN9O3 in a non-equilibrium geometry (ωB97M-V/def2-TZVPD).

The geometry in XYZ format:
```
63
C22H27BClN9O3 | OMol25 | ωB97M-V/def2-TZVPD
O 3.1029 3.0403 -0.2456
B 2.4325 3.8795 -1.2887
O 2.8502 5.2971 -1.3946
O 1.4504 3.1905 -2.1483
C 0.0495 3.4437 -1.6571
N -0.9201 2.5058 -2.1452
N -2.1426 2.7537 -1.7548
C -2.2604 3.9083 -0.9218
Cl -4.0442 4.3040 -0.4109
N -1.2945 4.8214 -0.3976
N -0.0706 4.5768 -0.7858
H 2.8512 3.3425 0.6756
H 2.3059 5.7253 -2.1393
C 2.6681 7.6073 3.3091
C 1.2657 7.6585 3.1248
C 0.9803 6.9873 1.9569
N 2.1618 6.5371 1.4276
C 3.1959 6.9057 2.2483
H 3.2320 8.0349 4.1279
H 0.5418 8.1333 3.7745
H 0.0403 6.7933 1.4578
H 2.2557 6.0139 0.5668
H 4.2161 6.6393 2.0069
C 0.9048 -2.4796 -2.1555
C 1.1378 -2.4594 -3.5514
C 1.3900 -1.1532 -3.9066
N 1.3126 -0.3840 -2.7748
C 1.0226 -1.1850 -1.7012
H 0.6770 -3.3452 -1.5471
H 1.1239 -3.3066 -4.2249
H 1.6160 -0.7063 -4.8656
H 1.4491 0.6178 -2.7377
H 0.9236 -0.7662 -0.7087
C -1.4952 -6.9705 1.0445
C -1.2622 -6.9503 -0.3514
C -1.0100 -5.6441 -0.7066
N -1.0874 -4.8749 0.4252
C -1.3774 -5.6759 1.4988
H -1.7230 -7.8361 1.6529
H -1.2761 -7.7975 -1.0249
H -0.7840 -5.1972 -1.6656
H -0.9509 -3.8731 0.4623
H -1.4764 -5.2571 2.4913
C -6.0914 -0.6196 -1.7729
C -4.9247 -1.2844 -1.3256
C -4.0903 -0.3311 -0.7862
N -4.7106 0.8861 -0.8968
C -5.9338 0.7192 -1.4922
H -6.9541 -1.0692 -2.2473
H -4.7160 -2.3446 -1.3894
H -3.1103 -0.4143 -0.3357
H -4.3263 1.7691 -0.5866
H -6.5849 1.5654 -1.6662
C 3.3582 -4.0969 3.6550
C 1.9558 -4.0456 3.4707
C 1.6705 -4.7168 2.3028
N 2.8520 -5.1671 1.7735
C 3.8860 -4.7985 2.5941
H 3.9222 -3.6693 4.4738
H 1.2320 -3.5709 4.1203
H 0.7305 -4.9109 1.8037
H 2.9458 -5.6903 0.9126
H 4.9063 -5.0649 2.3528
```

As for the SMILES: OB(O)Oc1nnc(Cl)nn1.c1cc[nH]c1.c1cc[nH]c1.c1cc[nH]c1.c1cc[nH]c1.c1cc[nH]c1. The calculation puts the energy at -56001.296 eV. As for the relative energy (zero: lowest compared OMol25 entry of this formula, charge and spin): 72.0 kcal/mol. The gap between HOMO and LUMO comes out at 5.542 eV. The calculation puts the HOMO energy at -8.0 eV.

(6)
Entry from OMol25: a molecular structure, C22H27BrN4O3S in a non-equilibrium geometry (ωB97M-V/def2-TZVPD).

The geometry in XYZ format:
```
58
C22H27BrN4O3S | OMol25 | ωB97M-V/def2-TZVPD
C -0.3949 2.6815 -2.7546
C 0.9250 2.6721 -2.2015
N 2.1047 2.7140 -2.8692
N 3.1025 2.9549 -2.1338
C 2.6777 2.9083 -1.0337
C 1.3132 2.9242 -0.8948
Br 0.0502 3.0109 0.5956
C 3.7334 3.1444 0.2445
O 4.5708 4.0726 0.2369
N 3.4194 2.4233 1.4125
C 2.9811 1.2014 1.7181
C 2.4369 0.8857 2.7932
C 1.5469 -0.3355 2.8128
C 1.5907 -1.2432 2.0507
C 2.1838 -0.9836 0.6338
C 2.7348 0.4203 0.6000
H 3.0847 0.5616 -0.4621
H 2.0483 -1.5777 -0.0287
S 0.7902 -2.9520 2.2805
O 1.0190 -3.1127 3.6983
O 1.2039 -3.6941 1.0950
N -0.8069 -2.3920 2.3419
H -1.1218 -2.1931 3.2043
C -1.6699 -1.9167 1.2177
C -2.9213 -2.5275 1.3217
H -3.4620 -1.8981 2.3275
C -4.1482 -1.8196 0.1021
C -3.5148 -2.7155 -0.9579
C -2.1731 -2.1802 -1.3222
C -2.0426 -0.7850 -1.5334
C -2.2887 -0.1458 -0.2551
C -3.7856 -0.4067 -0.0950
H -4.1462 0.1419 0.9676
H -4.5368 0.0189 -0.9080
C -1.5217 -0.4830 0.8181
H -1.6743 -0.0779 1.9488
H -0.3895 -0.4228 0.5342
H -2.3484 1.1467 -0.2274
H -2.5411 -0.4656 -2.3710
H -0.8031 -0.5033 -1.6704
C -1.4367 -2.7271 -0.1208
H -1.3400 -3.6416 0.1467
H -0.2013 -2.4812 -0.4548
H -1.9290 -2.7455 -2.3560
H -4.1098 -2.2755 -1.9162
H -3.8848 -3.7926 -0.9330
H -5.2088 -2.0933 0.4333
H -3.4565 -3.4395 1.5079
H 1.2993 -0.7018 3.9543
H 2.4309 1.7106 3.6860
H 3.9721 2.7388 2.2695
C 4.5251 3.0577 -2.6017
H 5.0001 3.6365 -1.9956
H 4.2928 3.4685 -3.6067
H 4.8421 2.1572 -2.4809
H -0.8385 1.7742 -2.3300
H -0.9657 3.4772 -2.5574
H -0.2176 2.8261 -3.8818
```

The calculation puts the energy at -116214.524 eV. The gap between HOMO and LUMO comes out at 9.070 eV. The calculation puts the HOMO energy at -8.8 eV.

(7)
Entry from OMol25: 12 unconnected molecules or ions with the total composition C22H27Cl33N2O2 in a non-equilibrium geometry (ωB97M-V/def2-TZVPD).

The geometry in XYZ format:
```
86
C22H27Cl33N2O2 | OMol25 | ωB97M-V/def2-TZVPD
C -1.9255 1.1766 -2.8301
C -0.3484 1.4133 -2.9410
C 0.5446 0.1780 -2.4049
N -0.1583 -1.1381 -2.4656
C -0.3472 -1.7493 -1.1568
C -0.3089 -3.1715 -1.0709
C -0.5622 -3.8899 0.3339
O -1.0870 -5.0130 0.4414
C -0.0475 -3.0771 1.6066
C -0.0890 -1.6731 1.5276
C 0.4168 -0.6807 2.6617
C 1.9749 -0.3468 2.3924
N 2.6912 -1.3029 1.5152
C -0.6445 -0.9852 0.1934
O -1.2462 0.1005 0.1729
H -2.3706 2.1527 -2.4211
H -2.3761 0.9912 -3.8600
H -2.2381 0.3450 -2.1295
H -0.0128 2.3860 -2.4345
H -0.1142 1.5091 -4.0617
H 1.0114 0.4273 -1.4009
H 1.4208 0.1051 -3.1450
H 0.4432 -1.7664 -3.0205
H -0.0991 -3.7766 -2.0131
H 0.3452 -3.5740 2.5423
H -0.1400 0.3209 2.5954
H 0.2901 -1.0843 3.7122
H 2.1015 0.6963 1.9314
H 2.5289 -0.3521 3.3966
H 2.6034 -2.2716 1.8335
H 2.4567 -1.1925 0.5270
Cl -5.0605 1.7854 -1.1024
C -5.9347 2.9745 -2.0755
Cl -4.8912 3.6303 -3.3450
Cl -7.3905 2.2535 -2.7786
H -6.2376 3.7921 -1.4259
Cl 1.6989 4.4785 -0.9580
C 0.8361 5.6800 -1.9270
Cl 1.8891 6.3319 -3.1916
Cl -0.6208 4.9721 -2.6340
H 0.5382 6.4970 -1.2742
Cl -0.6715 -2.2159 6.0802
C -0.4846 -3.9741 6.0376
Cl -2.0382 -4.7569 5.7230
Cl 0.7016 -4.4465 4.8126
H -0.1242 -4.3033 7.0092
Cl 0.2625 2.8739 4.8521
C 1.9602 3.3341 4.6594
Cl 3.0230 2.0107 5.1553
Cl 2.2904 3.8038 2.9858
H 2.1575 4.1902 5.3000
Cl -4.8763 -8.4175 3.7422
C -3.6955 -8.0211 4.9973
Cl -4.5090 -7.6219 6.5181
Cl -2.5646 -9.3602 5.2326
H -3.1313 -7.1504 4.6716
Cl 5.4638 -3.2876 -1.2184
C 4.9428 -1.8124 -2.0430
Cl 3.2202 -1.5177 -1.7624
Cl 5.9042 -0.4278 -1.5094
H 5.0969 -1.9447 -3.1112
Cl 5.5790 5.7492 -3.4282
C 5.3919 6.5910 -1.8841
Cl 5.1490 5.4309 -0.5713
Cl 6.7982 7.6133 -1.5582
H 4.5127 7.2278 -1.9458
Cl 3.7293 2.1431 -4.7365
C 2.8671 3.3451 -5.7084
Cl 3.9201 3.9946 -6.9739
Cl 1.4071 2.6407 -6.4166
H 2.5706 4.1635 -5.0561
Cl 6.4805 1.9215 6.3065
C 6.6439 0.1616 6.2396
Cl 5.0751 -0.6002 5.9376
Cl 7.8119 -0.3073 4.9975
H 7.0116 -0.1842 7.2026
Cl -7.2628 -4.9356 -0.1518
C -6.2317 -6.0028 0.8119
Cl -6.2782 -7.6535 0.1768
Cl -4.5700 -5.3982 0.8472
H -6.6122 -6.0178 1.8305
Cl -6.4723 4.6943 -7.0127
C -7.3003 3.1986 -6.5578
Cl -8.9367 3.1637 -7.2291
Cl -6.3775 1.7885 -7.0946
H -7.3746 3.1655 -5.4732
```

As for the SMILES: CCCNC1=CC(=O)C=C(CCN)C1=O.ClC(Cl)Cl.ClC(Cl)Cl.ClC(Cl)Cl.ClC(Cl)Cl.ClC(Cl)Cl.ClC(Cl)Cl.ClC(Cl)Cl.ClC(Cl)Cl.ClC(Cl)Cl.ClC(Cl)Cl.ClC(Cl)Cl. The calculation puts the energy at -443562.875 eV. The gap between HOMO and LUMO comes out at 7.847 eV. The calculation puts the HOMO energy at -8.8 eV.

Which of these has the highest energy?
C22H26N6O2S